Record 1
Formula: C5H9NO
Source: the Open Molecules 2025 dataset
Level of theory: the ωB97M-V functional and the def2-TZVPD basis

The geometry in XYZ format:
```
16
Properties=species:S:1:pos:R:3:forces:R:3
C -1.593 -1.040 -0.059 0.2 0.1 0.0
C -0.603 -0.061 -0.718 -0.4 0.3 -0.7
C -0.795 1.375 -0.484 -0.4 0.1 0.0
C 0.559 1.084 0.059 0.1 -0.4 -0.2
C 0.818 -0.062 0.883 0.3 -0.1 1.4
N 1.833 -0.844 0.927 -0.2 0.4 1.2
O 2.917 -0.310 0.216 0.5 -0.1 -0.5
H -2.473 -1.054 -0.724 0.3 0.0 0.1
H -1.967 -0.719 0.921 0.3 0.1 -0.2
H -1.251 -2.078 0.037 0.2 0.3 -0.1
H -0.212 -0.432 -1.652 0.0 0.4 -0.2
H -0.718 1.936 -1.413 0.0 0.3 0.3
H -1.609 1.710 0.150 -0.1 -0.1 0.0
H 1.418 1.701 -0.245 -0.3 -1.0 -0.9
H 0.053 -0.313 1.581 -0.5 -0.6 0.3
H 3.623 -0.892 0.521 0.0 0.2 -0.3
```
Forces are in eV/Å.

Summary:
Orbital gap (eV): 8.652
Spin multiplicity: 1
SMILES: C[C@H]1C[C@H]1/C=N\O
LUMO (eV): 1.0

=====

Record 2
Formula: C2H2N2OS2
Source: the Open Molecules 2025 dataset
Level of theory: the ωB97M-V functional and the def2-TZVPD basis

The geometry in XYZ format:
```
9
Properties=species:S:1:pos:R:3:forces:R:3
S -2.633 -0.961 0.030 -0.9 -1.3 0.1
C -1.085 -0.585 -0.021 -0.4 0.4 0.0
N -0.718 0.693 -0.283 1.5 2.5 1.7
N 0.624 0.747 0.459 1.5 3.7 -5.1
C 1.145 -0.487 0.180 -0.1 -2.2 0.4
S 2.693 -0.931 -0.078 -1.0 0.2 0.3
O 0.058 -1.357 0.167 -0.5 0.8 -0.4
H -1.367 1.591 -0.134 1.8 -3.2 0.0
H 1.283 1.290 -0.319 -1.9 -0.7 3.1
```
Forces are in eV/Å.

Summary:
Orbital gap (eV): 9.137
Spin multiplicity: 1
SMILES: S=c1[nH][nH]c(=S)o1
LUMO (eV): -0.3

=====

Quick rundown of relative energy (zero: lowest compared OMol25 entry of this formula, charge and spin), same order as above: 126.35; 35.49 kcal per mole
Quick rundown of energy, same order as above: -8863.7337; -28802.0849 eV